Entry 1:
{
  "formula": "C30H32Cl2N5O6PRh",
  "method": "ωB97M-V/def2-TZVPD",
  "species": ["Rh", "C", "O", "C", "C", "C", "C", "C", "C", "O", "C", "O", "C", "H", "H", "H", "H", "H", "H", "H", "H", "H", "O", "C", "N", "Cl", "C", "C", "C", "C", "C", "Cl", "C", "N", "C", "C", "C", "C", "C", "C", "C", "C", "O", "O", "H", "H", "H", "H", "H", "H", "H", "H", "H", "H", "C", "N", "C", "N", "C", "N", "C", "P", "C", "C", "H", "H", "H", "H", "H", "H", "H", "H", "H", "H", "H", "H", "H"],
  "positions_angstrom": [[0.496, -0.478, -0.528], [0.596, -5.305, 4.635], [-0.724, -5.172, 4.152], [-0.962, -4.417, 3.066], [-2.326, -4.291, 2.713], [-2.704, -3.515, 1.653], [-1.773, -2.821, 0.862], [-2.183, -1.979, -0.227], [-3.651, -1.708, -0.453], [-1.389, -1.422, -1.014], [-0.368, -2.973, 1.180], [0.576, -2.434, 0.521], [-0.015, -3.764, 2.311], [0.533, -6.021, 5.452], [0.979, -4.349, 5.010], [1.267, -5.695, 3.867], [-3.050, -4.827, 3.302], [-3.755, -3.438, 1.426], [-4.087, -1.258, 0.437], [-4.175, -2.632, -0.688], [-3.745, -1.023, -1.293], [1.041, -3.840, 2.521], [4.269, -1.773, 0.579], [3.370, -1.106, 0.244], [2.518, -0.328, -0.047], [2.346, 3.857, -4.550], [2.747, 2.233, -4.100], [4.065, 1.901, -3.871], [4.388, 0.608, -3.486], [3.384, -0.324, -3.304], [2.057, 0.017, -3.510], [0.883, -1.146, -3.030], [1.693, 1.303, -3.951], [0.413, 1.754, -4.102], [-0.767, 1.043, -4.244], [-0.844, -0.025, -5.144], [-2.042, -0.672, -5.355], [-3.185, -0.262, -4.681], [-3.118, 0.788, -3.784], [-1.920, 1.446, -3.542], [-1.850, 2.506, -2.489], [-0.999, 2.010, -1.296], [-1.488, 2.115, -0.153], [0.147, 1.580, -1.534], [4.834, 2.649, -3.977], [5.412, 0.339, -3.288], [3.609, -1.317, -2.948], [0.320, 2.742, -3.887], [0.042, -0.323, -5.683], [-2.098, -1.494, -6.051], [-4.125, -0.755, -4.870], [-4.008, 1.121, -3.273], [-2.840, 2.751, -2.109], [-1.379, 3.420, -2.860], [0.274, 3.606, 3.054], [1.477, 3.000, 2.341], [2.164, 2.020, 3.291], [1.251, 1.074, 3.796], [0.152, 1.727, 4.479], [-0.571, 2.608, 3.583], [-1.326, 1.895, 2.575], [-0.212, 0.966, 1.377], [1.055, 2.325, 1.100], [0.788, 0.151, 2.776], [-0.281, 4.205, 2.327], [0.656, 4.244, 3.857], [2.135, 3.748, 2.104], [2.586, 2.613, 4.108], [2.959, 1.522, 2.729], [0.549, 2.309, 5.314], [-0.526, 0.973, 4.875], [-1.942, 2.595, 2.013], [-1.975, 1.173, 3.073], [0.649, 3.067, 0.412], [1.913, 1.845, 0.615], [1.651, -0.358, 2.341], [0.160, -0.604, 3.251]],
  "lowdin_charge": [0.97, -0.06, -0.06, -0.27, 0.00, -0.03, -0.11, -0.36, 0.01, -0.12, -0.34, -0.11, 0.06, 0.10, 0.10, 0.10, 0.12, 0.11, 0.10, 0.10, 0.08, 0.12, 0.11, -0.53, -0.02, 0.73, -0.57, -0.10, -0.07, -0.11, -0.54, 0.88, -0.28, 0.05, -0.24, -0.07, -0.07, -0.08, -0.04, -0.16, -0.02, -0.61, -0.09, -0.08, 0.11, 0.11, 0.11, 0.09, 0.12, 0.11, 0.10, 0.11, 0.12, 0.13, -0.10, -0.06, -0.10, -0.14, -0.15, -0.13, -0.24, 1.08, -0.23, -0.27, 0.15, 0.15, 0.19, 0.15, 0.15, 0.14, 0.14, 0.10, 0.11, 0.10, 0.08, 0.08, 0.10],
  "total_energy_ha": -3259.66097,
  "total_charge": 1,
  "homo_lumo_gap_ev": [5.01, 5.01],
  "lumo_ev": [-4.820, -4.821],
  "spin_multiplicity": 1,
  "fmax_ev_per_a": 3.31
}

=====

Entry 2:
{
  "formula": "C3H4N2O",
  "method": "ωB97M-V/def2-TZVPD",
  "species": ["O", "C", "C", "N", "N", "C", "H", "H", "H", "H"],
  "positions_angstrom": [[-1.031, -1.073, 0.379], [-0.517, -0.258, -0.975], [-0.635, 0.543, 0.246], [0.588, 0.827, 0.757], [1.581, 0.137, 0.058], [0.969, -0.478, -0.892], [-1.970, -1.172, 0.158], [-1.498, 1.104, 0.592], [0.803, 1.094, 1.705], [1.556, -1.049, -1.604]],
  "nbo_charge": [-0.62, -0.18, 0.17, -0.45, -0.21, -0.02, 0.50, 0.21, 0.40, 0.20],
  "total_energy_ha": -301.29106,
  "e_above_lowest_kj_mol": 515.1,
  "homo_lumo_gap_ev": 8.74,
  "lumo_ev": 0.378,
  "spin_multiplicity": 1,
  "fmax_ev_per_a": 0.48
}

=====

Entry 3:
{
  "formula": "C4H8FN",
  "method": "ωB97M-V/def2-TZVPD",
  "species": ["C", "C", "C", "C", "H", "H", "H", "H", "H", "H", "H", "H", "N", "F"],
  "positions_angstrom": [[-1.381, 1.376, -0.820], [-0.363, 0.454, -0.201], [0.989, 0.351, -0.778], [-0.780, -0.117, 0.916], [-1.043, 2.395, -0.836], [-2.302, 1.348, -0.317], [-1.585, 1.040, -1.828], [1.715, 1.000, -0.196], [0.928, 0.579, -1.829], [1.628, -1.267, 0.195], [0.799, -1.628, -1.135], [-1.742, -0.161, 1.430], [1.493, -1.016, -0.741], [0.039, -0.953, 1.668]],
  "nbo_charge": [-0.61, -0.10, -0.25, 0.21, 0.21, 0.21, 0.21, 0.21, 0.20, 0.36, 0.35, 0.18, -0.81, -0.38],
  "total_energy_ha": -311.78931,
  "e_above_lowest_kj_mol": 79.0,
  "homo_lumo_gap_ev": 10.11,
  "lumo_ev": 1.009,
  "smiles": "C/C(=C/F)CN",
  "spin_multiplicity": 1,
  "fmax_ev_per_a": 2.43
}

=====

Entry 4:
{
  "formula": "C7H14N2",
  "method": "ωB97M-V/def2-TZVPD",
  "species": ["C", "C", "C", "C", "C", "C", "N", "C", "N", "H", "H", "H", "H", "H", "H", "H", "H", "H", "H", "H", "H", "H", "H"],
  "positions_angstrom": [[-0.655, -0.757, -0.500], [-0.959, -0.152, 0.691], [-0.056, -2.146, -0.477], [-1.373, -0.400, -1.779], [2.320, 0.845, 1.467], [-1.861, 1.024, 0.871], [1.616, 1.313, 0.267], [1.664, 0.668, -0.937], [2.080, 0.398, -1.991], [0.968, 2.093, 0.395], [-0.603, -0.612, 1.611], [0.735, -2.215, 0.278], [-0.824, -0.789, -2.642], [0.392, -2.388, -1.445], [-0.812, -2.903, -0.249], [-2.384, -0.818, -1.797], [-1.449, 0.683, -1.904], [1.597, 0.643, 2.261], [3.022, 1.609, 1.812], [2.869, -0.081, 1.279], [-1.644, 1.521, 1.821], [-1.735, 1.763, 0.076], [-2.907, 0.703, 0.890]],
  "nbo_charge": [0.02, -0.20, -0.64, -0.66, -0.40, -0.66, -0.67, 0.43, -0.38, 0.41, 0.19, 0.21, 0.23, 0.22, 0.22, 0.22, 0.21, 0.19, 0.20, 0.22, 0.21, 0.21, 0.22],
  "total_energy_ha": -384.56009,
  "e_above_lowest_kj_mol": 188.5,
  "homo_lumo_gap_ev": 9.30,
  "lumo_ev": 0.727,
  "smiles": "CC=C(C)C.CNC#N",
  "spin_multiplicity": 1,
  "fmax_ev_per_a": 2.91
}

=====

Entry 5:
{
  "formula": "C8H15N3O5",
  "method": "ωB97M-V/def2-TZVPD",
  "species": ["C", "C", "C", "C", "C", "C", "C", "C", "H", "H", "H", "H", "H", "H", "H", "H", "H", "H", "H", "H", "H", "H", "H", "N", "N", "N", "O", "O", "O", "O", "O"],
  "positions_angstrom": [[1.980, -1.562, 0.071], [0.654, -1.127, 0.698], [3.057, -0.484, 0.297], [2.567, 0.933, -0.069], [-1.524, -0.053, 0.191], [-2.851, -0.831, 0.084], [-1.439, 1.344, -0.625], [-2.664, 2.221, -0.360], [2.862, -2.482, -1.442], [2.142, -1.033, -1.814], [2.367, -2.399, 0.661], [3.864, -0.681, -0.549], [3.417, -0.467, 1.296], [1.895, 1.144, 1.865], [2.091, 2.755, 0.863], [-0.126, -1.363, -1.083], [-1.399, 0.263, 1.211], [-1.248, 0.940, -1.745], [0.394, 1.998, -0.867], [-3.742, 1.912, -0.794], [-2.872, 2.085, 0.836], [-2.367, 3.351, -0.550], [-3.813, -2.323, -0.841], [1.917, -1.942, -1.338], [2.312, 1.697, 1.038], [-0.276, -0.811, -0.187], [0.666, -0.971, 1.952], [2.532, 1.268, -1.287], [-3.660, -0.486, 0.947], [-0.297, 2.053, -0.130], [-2.968, -1.732, -0.901]],
  "nbo_charge": [-0.14, 0.67, -0.50, 0.68, -0.18, 0.78, 0.11, -0.68, 0.37, 0.38, 0.22, 0.23, 0.23, 0.44, 0.42, 0.45, 0.26, 0.17, 0.50, 0.24, 0.23, 0.24, 0.52, -0.84, -0.84, -0.63, -0.68, -0.68, -0.58, -0.74, -0.68],
  "total_energy_ha": -854.28868,
  "e_above_lowest_kj_mol": 220.4,
  "homo_lumo_gap_ev": 10.12,
  "lumo_ev": 0.404,
  "smiles": "C[C@@H](O)[C@H](NC(=O)[C@@H](N)CC(N)=O)C(=O)O",
  "spin_multiplicity": 1,
  "fmax_ev_per_a": 3.40
}